Entry 1:
13
Properties=species:S:1:pos:R:3:forces:R:3 method="wB97M-V/def2-TZVPD" homo_lumo_gap_ha=0.434 molar_mass_g_mol=76.09 smiles="O=CO.CC" total_energy_ha=-269.5624 homo_ha=-0.406
O 1.776586 2.435181 -2.648616 -0.17 0.07 -0.42
C 1.450683 1.287089 -2.693952 0.86 0.51 0.62
O 2.304791 0.276285 -2.392352 -0.73 -0.62 -0.69
H 0.444958 0.950067 -2.929454 -0.24 -0.30 0.12
H 3.170079 0.466552 -2.769955 0.27 0.35 0.38
C -1.347985 -0.041540 2.013216 -0.78 -0.45 0.57
C -0.865098 -1.255694 1.221018 -0.65 -0.39 1.65
H -2.394655 0.172312 1.795673 0.19 0.67 -0.64
H -1.466588 -0.324498 3.059229 0.45 -0.06 0.23
H -0.695964 0.823065 1.989040 -0.09 0.20 -0.24
H -1.719553 -1.934400 1.149329 -0.03 0.15 -0.83
H -0.266988 -1.839663 1.926948 0.85 0.15 -0.65
H -0.390267 -1.014754 0.279875 0.07 -0.28 -0.10

Entry 2:
70
Properties=species:S:1:pos:R:3:forces:R:3 method="wB97M-V/def2-TZVPD" homo_lumo_gap_ha=0.293 molar_mass_g_mol=419.61 total_charge=+1 total_energy_ha=-1703.7209 homo_ha=-0.411
O -1.941014 -2.161529 2.673097 -0.72 0.82 0.31
S -0.763666 -2.830018 2.256845 0.22 -0.07 0.31
O -0.822947 -4.199341 1.892480 0.24 -0.87 -0.65
C 0.002142 -1.855882 0.978619 -0.06 -0.73 0.12
C 1.196785 -2.568626 0.360738 -0.11 1.19 0.63
C 1.980274 -1.504581 -0.418041 -0.57 -1.56 0.68
N 2.814800 -0.936927 0.685546 0.46 1.05 -0.31
C 3.205848 -2.128348 1.488900 -1.06 -1.01 0.24
O 2.059552 -2.946010 1.447486 0.30 -0.08 -0.21
H 0.172696 -2.729566 3.226331 0.03 0.13 0.10
H 0.321382 -0.957623 1.495347 -0.08 0.43 0.10
H -0.765762 -1.612808 0.251026 -0.22 0.10 -0.13
H 0.895154 -3.413712 -0.235611 0.12 -0.39 -0.09
H 2.661681 -1.998450 -1.093682 0.17 0.31 -0.50
H 1.245623 -0.866130 -0.879312 0.55 0.79 -0.44
H 2.346024 -0.268153 1.313230 -0.57 -0.10 -0.06
H 3.592735 -0.403367 0.292037 0.22 -0.28 0.07
H 3.352806 -1.854060 2.522055 0.44 0.23 0.19
H 4.038554 -2.666826 1.056225 0.44 0.31 -0.21
C -5.261022 1.337731 -0.671914 -0.05 0.05 0.09
C -4.763409 -0.103577 -0.711714 0.04 0.18 -0.22
C -3.362158 -0.295744 -0.119535 -0.13 -0.19 0.10
O -2.297547 0.149846 -0.953125 0.25 -0.03 0.09
C -2.055276 1.547083 -0.930245 0.07 -0.06 -0.14
N -4.863526 -0.600846 -2.086764 0.24 -0.15 0.13
H -4.816607 1.945113 -1.459939 0.05 -0.03 -0.02
H -6.338575 1.362840 -0.822168 -0.01 -0.03 -0.04
H -5.043839 1.807671 0.289252 0.00 0.00 0.00
H -5.440060 -0.699923 -0.094107 0.05 -0.06 0.04
H -3.196243 -1.368365 0.012731 0.02 0.00 -0.03
H -3.281676 0.163981 0.873528 -0.02 0.06 -0.03
H -2.234169 1.967068 0.063210 -0.05 0.00 0.01
H -2.664849 2.069384 -1.667931 -0.03 0.06 0.06
H -1.008001 1.705563 -1.195281 0.01 -0.02 0.01
H -4.655122 -1.595320 -2.106020 -0.15 -0.01 0.00
H -4.121358 -0.171649 -2.633836 -0.10 0.10 -0.06
C 1.204808 -0.703124 -5.327529 0.05 -0.05 0.00
C 0.035959 -0.985147 -4.389681 0.11 0.13 -0.11
C -1.326236 -0.509660 -4.908143 -0.17 -0.15 0.04
O -1.535487 0.883470 -4.819170 0.10 0.04 0.00
C -0.967550 1.657227 -5.863822 -0.09 0.09 0.08
N 0.323703 -0.409117 -3.068012 -0.01 -0.11 0.38
H 1.515061 0.340552 -5.291072 -0.06 0.04 0.00
H 2.069195 -1.303800 -5.043852 0.00 0.00 0.02
H 0.951391 -0.948043 -6.359003 -0.01 0.00 -0.01
H -0.033568 -2.070916 -4.275869 -0.09 -0.01 0.03
H -2.098515 -0.955906 -4.275793 -0.01 0.03 0.02
H -1.505751 -0.862520 -5.930998 0.10 0.02 -0.03
H -1.005331 1.127858 -6.819205 0.04 -0.03 0.00
H 0.064106 1.938923 -5.640226 0.04 -0.05 -0.09
H -1.554205 2.570150 -5.948848 -0.04 -0.02 0.01
H -0.414555 -0.683983 -2.419967 -0.17 0.07 -0.16
H 0.202364 0.597354 -3.153856 0.03 0.02 -0.03
C 2.574386 0.076991 4.843625 0.08 -0.09 -0.06
C 2.830186 1.069746 3.713633 -0.18 0.00 0.31
C 3.450618 2.398554 4.164902 0.18 0.13 -0.10
O 2.547109 3.272912 4.791345 -0.10 -0.12 0.00
C 2.294204 3.023919 6.167549 -0.06 0.12 0.01
N 1.576588 1.282669 2.969451 0.43 -0.28 -0.60
H 1.685483 0.333405 5.415855 -0.02 0.06 0.00
H 2.412152 -0.926410 4.442415 -0.05 0.00 0.02
H 3.420852 0.029408 5.528413 0.01 0.00 0.00
H 3.556439 0.604778 3.030037 0.08 0.12 -0.01
H 3.794503 2.929463 3.272707 -0.01 0.03 0.00
H 4.331931 2.229870 4.796480 -0.05 -0.10 0.03
H 3.189693 2.661568 6.678931 0.01 -0.04 -0.02
H 1.477018 2.312585 6.303501 0.05 -0.06 0.05
H 1.994491 3.967733 6.617317 0.02 0.03 -0.03
H 1.777111 1.863281 2.157902 -0.04 0.20 0.09
H 0.972614 1.867309 3.541526 -0.15 -0.16 0.02

Entry 3:
60
Properties=species:S:1:pos:R:3:forces:R:3 method="wB97M-V/def2-TZVPD" homo_lumo_gap_ha="0.189 / 0.159" molar_mass_g_mol=667.81 multiplicity=2 total_charge=+2 total_energy_ha=-4335.2654 homo_ha="-0.443 / -0.442"
Ir 0.535788 -0.642366 -0.681561 -1.77 3.94 -1.21
N 0.793390 -0.700800 -3.077879 -0.33 -0.93 1.41
C 1.382004 0.552905 -3.576242 0.14 0.66 0.36
C 0.927388 1.734877 -2.716625 -0.03 -0.22 -0.53
N 1.288157 1.591909 -1.295885 -0.32 -1.55 0.29
C 2.737750 1.744611 -1.086475 0.50 -0.31 0.31
C 3.325152 0.748242 -0.076201 -0.11 0.63 -0.07
N 2.895418 -0.622497 -0.378769 -1.35 -0.55 -0.08
C 0.511601 2.532818 -0.476339 -0.33 0.11 0.60
C 0.541397 2.188334 1.014291 0.37 0.34 -0.71
N 0.150098 0.785382 1.211868 0.03 -1.60 -0.80
H 1.322709 -1.500007 -3.419392 -0.12 0.02 0.01
H -0.151699 -0.792465 -3.445761 0.01 -0.12 0.22
H 1.076558 0.753883 -4.608896 0.08 -0.14 0.12
H 2.466933 0.447818 -3.570728 -0.02 0.00 -0.04
H -0.160465 1.786076 -2.775594 0.00 0.10 0.02
H 1.335838 2.663793 -3.131520 -0.03 -0.02 0.05
H 2.965738 2.760660 -0.745692 0.00 -0.06 -0.11
H 3.246965 1.603607 -2.040492 -0.01 0.06 0.03
H 2.991269 0.980379 0.933571 0.05 -0.05 -0.03
H 4.417649 0.845335 -0.093742 -0.17 -0.09 0.02
H 3.172842 -1.238441 0.381323 -0.02 -0.08 -0.13
H 3.362799 -0.954882 -1.218997 -0.08 -0.13 0.08
H -0.526461 2.488525 -0.811224 0.04 0.06 -0.07
H 0.878666 3.558314 -0.612573 -0.09 -0.09 -0.08
H -0.143657 2.871159 1.529247 0.07 -0.21 0.04
H 1.536146 2.350059 1.427281 -0.05 0.00 0.04
H -0.867122 0.726096 1.214251 -0.29 -0.23 0.33
H 0.464088 0.459264 2.121703 -0.13 -0.14 -0.05
C -2.289743 -4.157897 -1.753837 -0.24 -0.17 0.23
C -1.887085 -2.784016 -1.327919 0.87 -0.18 0.62
S -0.624536 -2.731432 -0.140206 0.87 1.13 -0.89
C -2.488224 -1.649552 -1.817160 0.26 1.02 -0.13
C -3.578139 -1.668867 -2.839937 -0.18 -0.01 0.04
S -1.994371 -0.076937 -1.309677 2.39 -1.13 0.21
H -1.739710 -4.906692 -1.189242 -0.01 -0.05 -0.04
H -2.071781 -4.303246 -2.812351 0.01 -0.01 -0.06
H -3.356220 -4.328744 -1.605498 -0.03 -0.01 -0.04
H -4.013522 -2.654468 -2.971818 -0.02 -0.04 0.04
H -3.185393 -1.337469 -3.802838 0.00 -0.02 -0.04
H -4.366944 -0.968791 -2.567169 -0.06 0.03 0.02
C -5.406712 1.579108 4.074112 -0.13 0.61 0.05
N -5.189918 0.172732 3.876528 0.26 -0.54 -0.36
C -4.469322 -0.424842 2.913736 0.44 -0.02 -0.19
Se -3.464599 0.358287 1.596554 0.28 0.40 -0.51
N -4.579551 -1.761957 3.054270 0.01 0.21 -0.06
C -5.382326 -2.049453 4.129642 -0.61 0.36 0.83
C -5.790641 -3.248606 4.693953 0.07 0.28 -0.09
C -6.594819 -3.159148 5.812838 -0.05 0.07 0.05
C -6.986329 -1.924364 6.342408 0.01 -0.17 0.00
C -6.590778 -0.728165 5.778662 0.13 0.02 -0.21
C -5.773550 -0.803524 4.657812 -0.25 -1.16 0.34
H -4.767832 2.159111 3.410529 -0.01 -0.17 0.01
H -5.185369 1.838769 5.110205 0.02 -0.02 -0.06
H -6.451922 1.816315 3.864359 0.08 0.03 0.01
H -4.134199 -2.434806 2.451010 0.04 0.26 -0.02
H -5.485898 -4.193404 4.272948 0.00 -0.15 0.02
H -6.931552 -4.061458 6.294709 -0.05 -0.13 0.06
H -7.613716 -1.909591 7.219235 -0.07 0.00 0.07
H -6.906086 0.212459 6.197576 -0.03 0.16 0.04

Entry 4:
88
Properties=species:S:1:pos:R:3:forces:R:3 method="wB97M-V/def2-TZVPD" homo_lumo_gap_ha="0.225 / 0.193" molar_mass_g_mol=727.74 multiplicity=5 total_charge=+4 total_energy_ha=-5085.6192 homo_ha="-0.671 / -0.668"
C -0.629019 7.217043 -4.679234 -0.12 -0.30 -0.65
C -0.817235 5.848276 -4.952809 0.02 0.15 -0.17
C -1.117457 5.467489 -6.274170 0.12 0.71 0.18
C -1.218234 6.462021 -7.260212 -0.28 -0.05 -1.41
N -1.034490 7.750118 -6.973555 0.30 -2.76 2.95
C -0.749159 8.139545 -5.731547 0.12 1.43 -0.09
C -0.698186 4.853522 -3.912967 0.07 -0.95 1.01
C -0.610417 4.008915 -3.034655 -0.25 1.64 -1.72
C -0.501233 3.047199 -1.992399 -0.01 -0.51 0.41
C 0.555017 3.166492 -1.069233 0.03 0.15 -0.03
C 0.694656 2.232456 -0.054328 -0.68 -0.44 -0.29
C -0.242009 1.187564 0.017380 0.28 0.44 0.29
C -1.323544 1.057889 -0.858491 0.42 0.32 0.17
C -1.440963 1.999042 -1.886155 0.15 0.00 0.09
Ru 0.094508 -0.026263 1.555511 -2.64 -0.16 1.67
P 1.857556 -0.855869 0.625434 2.94 -1.89 -1.49
H -1.262096 4.418217 -6.541329 0.01 0.50 -0.10
H -0.383205 7.568130 -3.674194 -0.12 0.06 -0.48
H -1.449711 6.190362 -8.293211 0.05 0.13 0.19
H -0.606346 9.207473 -5.547587 -0.04 -0.20 -0.09
H -2.261683 1.932968 -2.607914 0.32 0.06 0.32
H 1.266662 3.993228 -1.148629 -0.31 -0.27 -0.02
H -2.029498 0.245989 -0.707141 -0.02 0.21 -0.25
H 1.484678 2.308393 0.686840 0.02 0.19 -0.18
C 2.248979 -2.520566 1.296870 -0.54 0.09 0.60
C 3.150513 -3.449359 0.480480 0.27 -0.02 -0.14
H 1.263076 -2.983700 1.465353 0.53 -0.01 0.02
H 2.683467 -2.331749 2.289959 -0.07 -0.12 -0.13
H 3.357624 -4.343757 1.082482 -0.07 0.24 -0.14
H 2.677749 -3.792467 -0.447600 0.10 0.12 0.22
H 4.115130 -2.989321 0.239550 -0.25 -0.16 0.00
C 1.642586 -1.120801 -1.188944 -0.75 0.10 -0.14
C 2.689760 -0.477296 -2.094928 0.25 0.09 -0.14
H 0.637318 -0.749609 -1.445094 0.37 -0.08 0.03
H 1.605078 -2.207970 -1.347251 0.13 0.25 0.21
H 2.424000 -0.679941 -3.142165 0.09 0.06 0.30
H 2.731009 0.613597 -1.969990 0.00 -0.30 -0.04
H 3.690738 -0.896681 -1.924835 -0.31 0.18 -0.08
C 3.322309 0.199072 0.943678 -0.19 0.76 0.23
C 4.716082 -0.434438 0.861580 0.18 -0.20 -0.08
H 3.149213 0.603942 1.955038 0.20 -0.12 -0.32
H 3.250657 1.057437 0.259332 0.02 -0.24 0.13
H 5.461075 0.354842 1.030263 -0.24 -0.17 -0.01
H 4.868167 -1.195972 1.634843 -0.05 0.14 -0.20
H 4.933705 -0.871949 -0.120505 -0.09 0.11 0.30
Br -1.188982 -2.070044 1.269673 0.53 1.17 0.02
P -2.599068 -3.422136 -2.837600 1.53 2.69 1.64
C -0.755269 -3.529274 -2.691247 -0.09 -0.64 -0.79
C -0.268772 -4.970312 -2.881155 0.31 -0.26 0.08
H -0.475060 -3.135939 -1.700845 -0.40 -0.01 -0.21
H -0.326203 -2.869246 -3.462967 -0.27 -0.21 0.17
H 0.799538 -4.979899 -3.126489 -0.24 -0.06 0.06
H -0.408516 -5.561339 -1.968035 -0.03 0.06 -0.24
H -0.808618 -5.463438 -3.698989 0.27 0.06 0.17
C -3.146819 -3.280914 -1.089058 -0.31 -1.13 0.11
C -4.571687 -3.741357 -0.791735 -0.23 0.06 0.17
H -3.005863 -2.227617 -0.800985 0.08 -0.21 -0.42
H -2.430356 -3.888490 -0.514082 -0.22 0.10 -0.24
H -4.687769 -3.842097 0.293291 -0.08 -0.01 -0.25
H -5.308982 -3.010233 -1.137656 0.07 -0.21 -0.02
H -4.779073 -4.712515 -1.252068 -0.04 0.18 0.17
C -2.843077 -1.705266 -3.484598 -0.93 -0.45 -0.56
C -3.086139 -1.729845 -4.998616 -0.01 0.23 -0.30
H -1.969455 -1.087834 -3.223921 -0.06 -0.43 0.12
H -3.722300 -1.299770 -2.960396 0.18 -0.17 -0.15
H -3.516012 -0.777043 -5.326455 0.10 -0.23 0.02
H -2.154435 -1.886370 -5.554150 -0.19 -0.04 0.10
H -3.786772 -2.528752 -5.269095 0.10 0.28 -0.03
C 2.187453 -0.833322 7.775407 -0.02 -0.06 0.22
C 1.595021 0.262993 6.912831 0.07 -0.10 0.69
N 1.248028 -0.262626 5.557234 0.18 1.23 -1.49
C 0.321213 0.415457 4.808610 -1.12 -1.36 2.33
S 0.821607 1.234870 3.375345 0.23 0.42 -1.62
N -0.926335 0.532121 5.260822 0.98 -0.12 -1.26
C -1.479028 -0.161101 6.445045 0.01 -0.32 0.15
C -2.024360 0.800718 7.481000 -0.19 0.28 0.25
H 1.501251 -1.678804 7.898375 0.10 0.17 -0.07
H 2.387375 -0.419612 8.769959 0.06 -0.12 -0.19
H 3.132463 -1.205143 7.363662 -0.16 0.07 0.08
H 0.685171 0.672317 7.363864 0.32 -0.05 -0.13
H 2.320679 1.082718 6.792674 -0.30 -0.18 -0.06
H 2.101528 -0.418959 5.009404 -0.40 0.01 0.39
H -1.567751 1.005365 4.622869 0.11 0.07 0.54
H -2.273173 -0.836599 6.103011 0.19 0.17 -0.09
H -0.676219 -0.776142 6.853004 -0.19 0.01 -0.13
H -2.972758 1.241463 7.152040 0.22 -0.04 0.10
H -2.214446 0.245818 8.408079 -0.01 0.15 -0.23
H -1.324889 1.614655 7.710389 -0.13 -0.21 -0.05

Entry 5:
19
Properties=species:S:1:pos:R:3:forces:R:3 method="wB97M-V/def2-TZVPD" homo_lumo_gap_ha=0.328 molar_mass_g_mol=117.15 total_energy_ha=-402.2782 homo_ha=-0.296
C 0.273776 -1.301959 -0.579727 -0.31 2.11 -1.03
C -0.810160 0.813369 0.852788 2.95 -2.05 0.29
C 1.873710 0.181796 0.677943 -0.42 -0.13 0.49
C -2.086926 0.030167 0.997308 -0.13 -0.13 -0.24
N 0.505553 -0.184917 0.351370 -2.05 2.02 1.78
C 0.188086 -0.162791 -1.557827 -2.61 -0.71 -2.56
O 1.292283 -0.001867 -2.354785 -0.13 0.28 0.61
O -0.852628 0.499915 -1.811107 2.04 -1.15 0.50
H 1.045884 0.726699 -2.952115 0.12 -0.10 0.24
H 1.142863 -1.950096 -0.711530 -0.22 0.12 0.27
H -0.677703 -1.815734 -0.442094 0.24 -0.05 0.14
H -0.409395 1.098634 1.825114 -0.11 0.00 0.07
H -0.925015 1.715885 0.256658 0.36 -0.38 -0.55
H 2.573808 -0.106465 -0.113782 -0.23 0.19 -0.07
H 1.946436 1.260906 0.847685 0.03 -0.15 -0.11
H 2.192033 -0.333443 1.589200 0.16 0.08 0.12
H -2.563609 -0.135350 0.029233 0.11 0.01 0.06
H -1.921354 -0.936752 1.477297 0.03 0.11 0.06
H -2.787645 0.602001 1.618371 0.16 -0.07 -0.08

Entry 6:
45
Properties=species:S:1:pos:R:3:forces:R:3 method="wB97M-V/def2-TZVPD" homo_lumo_gap_ha="0.185 / 0.193" molar_mass_g_mol=505.55 multiplicity=6 total_charge=-1 total_energy_ha=-3829.3854 homo_ha="-0.113 / -0.122"
Mn 1.651487 -1.016728 -1.270069 0.29 -0.60 -1.69
O -1.555158 -0.871555 -7.275756 0.01 0.00 -0.01
C -0.877072 -0.936529 -6.274518 0.04 0.04 0.06
S -0.722763 -2.378349 -5.273302 0.02 0.01 0.05
C 0.369692 -1.718510 -4.052427 -0.01 0.47 -0.27
C 0.732366 -0.424256 -4.220334 -0.18 -0.34 -0.05
S 1.798861 0.489131 -3.189827 0.25 0.35 -0.09
S 0.068789 0.405024 -5.627967 -0.01 -0.05 0.03
S 0.867231 -2.791591 -2.786691 0.12 -0.44 0.22
C 4.116197 -1.236680 3.359558 0.08 0.06 0.17
O 3.525927 -1.950632 2.281405 0.21 -0.11 0.04
C 3.330361 -1.340744 1.113415 -0.22 0.61 0.12
O 2.930475 -1.959830 0.161790 0.23 -1.00 0.03
N 3.599363 0.007301 1.049191 -0.29 0.02 0.05
N 3.069896 0.608476 -0.104480 0.66 0.35 -0.12
H 4.325455 -1.980197 4.122773 0.00 0.02 0.00
H 3.429436 -0.493912 3.775572 -0.04 -0.04 -0.03
H 5.046247 -0.751277 3.058788 -0.02 -0.05 -0.02
H 3.494475 0.524335 1.908880 0.06 0.08 0.01
H 3.756421 1.208293 -0.536544 0.10 0.03 -0.03
H 2.199636 1.095979 0.078768 -0.26 -0.10 0.12
N 0.350225 -0.245374 -0.128793 -0.99 0.94 1.64
C -0.730416 0.188054 0.337949 0.35 -0.41 -0.49
C -2.040430 -0.328857 -0.173680 -0.33 -0.05 0.04
C -3.111637 -0.589072 0.679028 0.05 0.06 -0.06
C -4.264628 -1.191605 0.195645 -0.08 -0.01 0.04
C -4.366386 -1.521899 -1.147760 0.01 -0.01 -0.01
C -3.308800 -1.250079 -2.007957 -0.07 0.00 -0.02
C -2.152299 -0.665617 -1.522263 0.11 0.07 0.05
C -0.746249 1.248364 1.400094 -0.09 0.21 0.25
C 0.276801 1.288817 2.347908 -0.08 -0.05 -0.03
C 0.339550 2.298521 3.292644 0.03 0.04 0.05
C -0.619336 3.304710 3.300773 0.00 0.01 -0.01
C -1.647405 3.271646 2.370305 -0.02 0.07 0.06
C -1.716916 2.247928 1.435859 0.05 -0.08 -0.04
H -3.031692 -0.335446 1.730554 -0.01 0.00 0.00
H -5.085629 -1.407393 0.869941 0.01 0.00 0.00
H -5.263690 -1.999016 -1.523457 0.00 0.02 0.00
H -3.383186 -1.502984 -3.058362 0.04 -0.02 0.00
H -1.307574 -0.474627 -2.174470 -0.02 -0.03 -0.03
H 1.011148 0.491048 2.326619 0.00 -0.02 -0.01
H 1.129125 2.304210 4.036429 0.01 0.00 -0.02
H -0.564308 4.106856 4.026457 -0.02 -0.02 0.01
H -2.402767 4.048544 2.378178 0.01 0.00 -0.04
H -2.520824 2.225525 0.710133 -0.01 0.00 0.01